Formula: C11H21NO2S
Source: the OMol25 dataset
Level of theory: ωB97M-V/def2-TZVPD

Geometry as ORCA input:
```
! wB97M-V def2-TZVPD RIJCOSX def2/J DEFGRID3
* xyz 0 1
S -3.560 2.558 -3.548
O 4.719 -1.530 2.087
O 4.610 0.125 0.549
N -2.928 -0.140 -1.946
C 0.633 -0.081 -0.576
C 0.383 -1.663 1.892
C 2.624 -0.484 1.852
C -2.222 1.084 -1.577
C 4.069 -0.694 1.513
C -3.212 2.254 -1.744
C 1.605 -1.263 -0.328
C -0.513 -0.430 1.647
C 1.739 -1.527 1.186
C -1.654 0.984 -0.119
C -0.741 -0.258 0.140
H 2.464 -0.553 2.931
H -3.751 -0.309 -1.389
H 0.501 -1.816 3.001
H -1.183 1.925 0.222
H 2.272 -2.509 1.259
H -2.543 0.895 0.547
H 1.324 -2.190 -0.765
H -0.033 0.427 2.135
H -3.184 -0.119 -2.961
H -4.128 2.048 -1.172
H 2.390 0.554 1.509
H -0.179 -2.522 1.513
H -1.197 -1.153 -0.232
H 0.454 -0.039 -1.660
H -1.397 1.268 -2.280
H -1.491 -0.524 2.115
H 2.616 -1.028 -0.764
H 5.520 -0.197 0.383
H 1.102 0.857 -0.239
H -2.802 3.159 -1.266
H -2.307 2.893 -3.916
*
```

Properties
Total energy ... -28168.777 eV
HOMO-LUMO gap ... 0.362 Eh
SMILES ... N[C@@H](CS)C[C@H]1CC[C@@H](CC(=O)O)CC1
Energy relative to the best compared isomer or geometry (same formula, charge and spin) ... 0.00 kcal per mole